Formula: C16H31N3O3S
Source: OMol25
Level of theory: the ωB97M-V functional and the def2-TZVPD basis

CARTESIAN COORDINATES (ANGSTROEM)
C: 3.68 2.05 -1.29
C: 4.42 2.66 -0.11
C: 3.98 2.11 1.25
C: 4.25 0.61 1.43
N: 3.23 -0.21 0.83
C: 3.50 -1.26 0.03
O: 4.63 -1.60 -0.28
C: 2.25 -1.99 -0.47
C: 1.48 -2.56 0.73
C: 0.10 -3.07 0.31
N: -0.65 -2.02 -0.36
S: -1.11 -0.78 0.67
O: -1.67 -1.39 1.84
O: -0.07 0.19 0.89
N: -2.27 -0.06 -0.29
C: -2.47 1.34 0.07
C: -3.69 1.99 -0.56
C: -4.98 1.76 0.24
C: -5.54 0.35 0.13
C: -4.55 -0.75 0.53
C: -3.42 -0.92 -0.48
C: 0.00 -1.57 -1.58
C: 1.40 -1.03 -1.33
H: 2.61 2.14 -1.15
H: 3.95 2.57 -2.21
H: 3.94 1.00 -1.41
H: 4.26 3.74 -0.10
H: 5.50 2.49 -0.23
H: 2.91 2.28 1.38
H: 4.50 2.65 2.03
H: 5.20 0.33 0.98
H: 4.30 0.39 2.51
H: 2.27 0.03 1.04
H: 2.59 -2.82 -1.10
H: 1.33 -1.80 1.49
H: 2.06 -3.38 1.17
H: 0.17 -3.91 -0.38
H: -0.48 -3.36 1.19
H: -1.56 1.85 -0.25
H: -2.53 1.44 1.17
H: -3.81 1.63 -1.58
H: -3.51 3.06 -0.61
H: -5.74 2.46 -0.11
H: -4.78 1.99 1.29
H: -5.87 0.17 -0.90
H: -6.42 0.28 0.77
H: -5.10 -1.70 0.59
H: -4.13 -0.56 1.51
H: -3.79 -0.76 -1.50
H: -3.01 -1.93 -0.42
H: 0.03 -2.43 -2.26
H: -0.64 -0.80 -2.01
H: 1.30 -0.07 -0.82
H: 1.90 -0.86 -2.28

Values from the calculation:
LUMO level   0.71 eV
Highest occupied orbital energy   -0.3352 Ha
2S+1   1
Gap between HOMO and LUMO   9.8328 eV
Total charge   0
SMILES   CCCCNC(=O)C1CCN(S(=O)(=O)N2CCCCCC2)CC1
Molar mass   345.51 g/mol
Energy relative to the best compared isomer or geometry (same formula, charge and spin)   0.000 eV